Record 1
59
Properties=species:S:1:pos:R:3:forces:R:3:mulliken_charge:R:1 method="wB97M-V/def2-TZVPD" e_tot_ev=-47792.7434 gap_ev="5.67 / 5.42" homo_ev="-9.79 / -11.06" multiplicity=5 total_charge=+1
Pt -1.428084 2.537620 -2.186507 1.96 -0.84 0.46 0.610
C -3.347888 1.546903 -4.464073 2.19 1.93 -1.37 -0.266
C -1.975596 1.350646 -4.781289 -1.51 0.03 0.97 -0.648
C -1.251684 2.588600 -4.373383 1.07 -2.16 -0.75 -0.235
C -2.132069 3.588741 -3.998746 -1.03 0.37 0.76 -0.149
C -3.448795 2.926030 -4.091251 0.19 -1.65 -0.49 -0.883
H -4.174269 0.850443 -4.570565 0.30 0.22 0.11 0.467
H -1.542110 0.394008 -5.095635 0.07 0.68 0.11 0.383
H -0.192620 2.664936 -4.557823 0.01 0.36 -0.14 0.634
H -1.867905 4.662936 -3.867285 -0.53 -1.04 -0.19 0.571
H -4.403494 3.254616 -3.826764 -1.07 1.26 0.47 0.478
C 2.074853 -6.365970 5.910980 0.33 2.02 1.02 -0.879
O 1.032049 -6.934827 5.209895 0.26 -1.34 -0.36 -0.354
C 0.703974 -6.264583 4.110024 -1.18 2.20 -1.86 0.517
C 1.615505 -5.726237 3.117234 -3.56 0.34 1.12 -0.807
C 1.005992 -4.796554 2.244899 -0.75 0.84 -0.54 -0.330
C -0.373897 -4.268764 2.258257 1.40 -0.72 -0.04 0.065
C -1.176356 -4.924822 3.198551 -1.64 -0.49 0.71 0.138
C -0.673892 -5.920838 4.057152 0.68 0.00 0.43 -0.634
N -0.849337 -3.174732 1.391874 1.41 -2.67 3.21 -0.083
N -1.950713 -2.539916 1.637246 2.26 -1.82 0.80 -0.205
C -2.250797 -1.590063 0.754713 0.61 2.65 1.41 -0.173
C -3.496436 -1.708511 0.226577 -1.87 2.75 -1.84 -0.151
C -4.044153 -0.702762 -0.581786 0.98 1.96 -0.18 -0.835
C -3.098135 0.564525 -0.865411 -0.35 -4.03 -0.60 0.418
O -3.143373 1.096893 -1.997345 0.04 1.55 1.34 -0.418
C -1.838780 0.699123 -0.043307 -1.77 -2.11 0.56 0.572
N -0.957949 1.620343 -0.223791 -1.16 3.05 -4.73 -0.451
C 0.031297 1.874425 0.546642 -0.77 -0.11 5.20 0.061
C 0.049298 1.339577 1.945752 -2.15 -1.58 -7.26 -0.860
C -0.619019 0.052001 1.909147 5.67 0.12 4.33 -0.096
C -1.452392 -0.253733 0.872143 -3.01 -3.71 -0.45 0.673
H 2.566549 -7.011235 6.561046 0.09 -1.65 1.32 0.309
H 1.747013 -5.473538 6.461934 -0.32 -0.28 0.16 0.320
H 2.885797 -5.991948 5.354378 0.86 0.35 -1.53 0.355
H 2.624684 -6.063800 3.234192 0.56 0.38 -0.89 0.519
H 1.497869 -4.356307 1.412995 1.24 0.10 -0.42 0.442
H -2.229898 -4.604385 3.327741 0.72 -0.30 -0.14 0.338
H -1.196177 -6.434219 4.910978 -0.15 1.02 -1.22 0.341
H -4.155547 -2.484448 0.534917 0.05 -0.95 -0.06 0.498
H -5.100872 -0.838526 -1.035478 2.15 0.71 0.65 0.329
H 0.535982 2.794781 0.467299 0.94 0.77 -1.05 0.175
H 0.424988 2.225369 2.327612 1.35 0.21 3.29 0.445
H 0.065362 -0.689806 2.708186 -3.32 1.49 -2.20 0.198
O 1.444358 1.159308 -1.848102 0.30 0.99 -0.29 -0.604
C 1.569802 2.364067 -1.981374 -0.02 0.01 0.08 0.090
N 0.481828 3.255559 -2.210577 -0.07 -1.70 0.14 -0.041
C 0.855881 4.558553 -2.071219 -0.47 0.55 0.71 0.288
O 0.028066 5.448706 -1.995587 1.05 0.16 -0.32 -0.713
C 2.361205 4.540883 -1.866501 0.35 0.51 0.14 0.153
C 3.269394 5.554653 -1.643676 -1.66 1.59 -0.82 -0.393
C 4.588891 5.287599 -1.450304 2.19 -0.49 0.53 -0.555
C 5.081893 3.987902 -1.548147 -0.76 -1.74 0.23 -0.403
C 4.177332 2.913405 -1.723775 -0.40 0.63 0.42 -0.595
C 2.828342 3.248954 -1.822978 -1.21 -1.45 -0.64 0.727
H 2.918309 6.580104 -1.754628 0.11 -0.08 0.47 0.436
H 5.318911 6.043115 -1.136883 -0.53 0.04 -0.51 0.386
H 6.121331 3.682664 -1.407218 -0.20 0.67 -0.04 0.375
H 4.465477 1.862556 -1.670972 0.11 0.37 -0.21 0.448



Record 2
57
Properties=species:S:1:pos:R:3:forces:R:3:mulliken_charge:R:1 method="wB97M-V/def2-TZVPD" e_tot_ev=-61036.9193 gap_ev="5.83 / 3.80" homo_ev="-12.62 / -13.07" multiplicity=5 total_charge=+2
Rh -0.257353 0.505445 0.061648 -0.36 0.15 0.00 0.115
S 6.781878 -0.444628 -1.474930 0.30 0.22 0.20 -0.158
C 7.032109 -0.321267 -3.145287 0.10 -0.23 -0.10 -0.332
C 5.864040 -0.171344 -3.839390 -0.07 0.11 0.07 -0.579
C 4.753882 -0.100078 -2.979652 -0.09 0.13 -0.03 -0.398
C 5.092725 -0.195395 -1.642262 -0.19 -0.18 -0.18 0.225
C 4.209580 -0.129607 -0.504480 -0.39 -0.03 -0.14 1.074
C 2.801016 0.031213 -0.714217 0.18 -0.05 -0.06 -0.904
N 1.920297 0.115282 0.244734 0.10 -0.03 0.14 -0.361
C 2.345944 0.031854 1.545682 -0.03 0.02 -0.10 -0.433
C 3.706201 -0.154868 1.854030 0.01 -0.03 0.28 1.055
C 4.118799 -0.283975 3.232334 0.03 0.02 -0.25 -1.109
C 3.218526 -0.240638 4.226433 -0.23 0.02 0.02 -1.146
C 1.817915 -0.049363 3.931363 0.22 -0.03 0.01 0.684
C 0.856644 -0.044514 4.918944 -0.17 0.02 0.09 -0.076
C -0.500567 0.120815 4.593719 0.11 -0.01 -0.32 0.976
C -0.821623 0.319365 3.204796 -0.07 -0.03 0.31 -0.865
N 0.074817 0.322967 2.267990 0.45 -0.10 0.10 -0.108
C 1.393601 0.111187 2.590859 -0.08 0.00 -0.09 -0.030
C -1.506275 0.077335 5.581742 0.02 -0.17 0.25 0.470
C -1.324608 -0.099095 6.977792 0.04 0.10 -0.11 -0.452
C -2.506935 -0.090097 7.680824 -0.09 0.11 -0.10 -0.500
C -3.605431 0.091147 6.837571 -0.12 -0.17 0.12 -0.292
S -3.194574 0.197639 5.205435 -0.07 0.18 0.01 -0.041
C 4.624207 -0.224462 0.809239 0.26 -0.02 -0.01 -0.331
H 8.030389 -0.395282 -3.548682 -0.02 -0.03 0.03 0.455
H 5.814232 -0.099114 -4.914992 -0.02 0.00 0.01 0.415
H 3.743511 0.037018 -3.337610 0.04 0.00 -0.02 0.349
H 2.409448 0.074732 -1.721005 0.00 0.04 -0.01 0.372
H 5.170096 -0.430351 3.444410 -0.01 0.01 -0.03 0.467
H 3.523060 -0.354720 5.258936 -0.03 0.01 -0.01 0.461
H 1.161870 -0.190092 5.946571 0.00 0.01 -0.01 0.405
H -1.847615 0.469338 2.877592 0.03 0.01 0.07 0.459
H -0.357713 -0.210045 7.444720 0.00 -0.01 -0.02 0.400
H -2.589028 -0.193163 8.752465 -0.03 0.00 -0.02 0.444
H -4.644954 0.138533 7.132750 0.04 -0.01 0.00 0.465
H 5.673551 -0.360542 1.044601 -0.02 0.00 0.00 0.474
C -4.875367 -0.514214 -0.695138 0.07 -0.03 0.05 -0.413
C -4.178653 -1.278800 0.236252 -0.05 0.01 -0.04 -0.720
C -2.804191 -1.136655 0.367169 0.11 -0.02 0.00 -0.012
C -2.105037 -0.222499 -0.426861 -0.01 0.13 -0.11 -0.062
C -2.810800 0.515772 -1.382236 -0.07 -0.10 -0.02 -0.093
C -4.192108 0.378040 -1.507471 0.08 0.00 -0.02 -0.691
H -5.946325 -0.630007 -0.799041 0.02 -0.01 0.00 0.403
H -4.710425 -1.998301 0.846975 0.02 0.01 0.00 0.418
H -2.270748 -1.763628 1.075810 -0.03 0.01 0.02 0.508
H -2.286507 1.192272 -2.049847 -0.02 0.02 0.00 0.609
H -4.729303 0.949345 -2.254587 0.03 0.01 0.02 0.404
N -0.846395 4.794260 -0.191599 0.02 0.01 0.00 -0.050
C 0.525922 4.829507 -0.123769 -0.15 0.03 -0.05 -0.551
C 0.921209 3.532277 -0.100023 -0.05 -0.16 -0.03 -0.593
N -0.191835 2.711184 -0.152220 0.17 0.04 0.10 0.239
C -1.238307 3.508213 -0.203614 0.01 0.05 -0.10 -0.579
H -1.458011 5.591975 -0.254437 0.01 0.00 0.01 0.220
H 1.079349 5.751392 -0.114225 0.00 -0.01 0.00 0.404
H 1.922801 3.138262 -0.071904 -0.03 -0.02 0.04 0.417
H -2.266531 3.191874 -0.277710 0.02 0.00 0.05 0.492